{"formula": "C30H27F3IrN4O6Si", "method": "ωB97M-V with the def2-TZVPD basis set", "s2": 8.831, "e_tot_ev": -68661.1047, "lumo_ev": [-1.235, -3.249], "multiplicity": 6, "gap_ha": [0.1870, 0.1987], "max_force_ha_per_bohr": 0.0023, "relative_energy_kj_mol": 2.07, "e_homo_ev": [-6.32, -8.66], "symbols": ["Ir", "O", "C", "O", "C", "C", "C", "C", "C", "C", "N", "C", "C", "C", "C", "C", "C", "N", "H", "H", "H", "H", "H", "H", "H", "H", "H", "H", "O", "C", "O", "C", "C", "C", "N", "C", "C", "C", "O", "O", "H", "H", "H", "C", "Si", "C", "C", "N", "C", "C", "C", "C", "C", "C", "F", "H", "H", "H", "H", "H", "H", "H", "H", "H", "H", "H", "H", "H", "F", "C", "F", "H"], "xyz": [[0.343, 0.281, 0.009], [-0.144, 0.894, 7.805], [-0.718, 1.427, 6.702], [-1.788, 1.962, 6.787], [0.034, 1.304, 5.421], [-0.325, 2.165, 4.382], [0.288, 2.073, 3.153], [1.273, 1.100, 2.911], [1.641, 0.247, 3.958], [1.026, 0.354, 5.193], [1.747, 0.944, 1.623], [2.966, 0.455, 1.351], [3.224, -0.094, 0.085], [4.508, -0.508, -0.344], [4.674, -1.021, -1.598], [3.566, -1.134, -2.460], [2.338, -0.727, -2.004], [2.159, -0.227, -0.773], [0.750, 0.594, 7.604], [-1.097, 2.900, 4.566], [0.010, 2.745, 2.351], [2.346, -0.552, 3.770], [1.289, -0.373, 5.954], [3.765, 0.519, 2.082], [5.341, -0.401, 0.337], [5.655, -1.336, -1.930], [3.663, -1.531, -3.459], [1.445, -0.795, -2.612], [-5.214, -0.172, 4.325], [-4.954, 0.673, 3.421], [-5.841, 1.529, 3.328], [-3.742, 0.614, 2.568], [-3.588, 1.516, 1.528], [-2.453, 1.438, 0.744], [-1.508, 0.518, 0.968], [-1.671, -0.368, 1.965], [-2.774, -0.347, 2.795], [-0.598, -1.429, 2.130], [-0.675, -2.214, 3.049], [0.314, -1.407, 1.207], [-4.338, 2.269, 1.331], [-2.275, 2.116, -0.076], [-2.847, -1.075, 3.592], [-2.085, -3.764, 0.444], [-1.172, -3.407, -1.158], [-2.008, -4.289, -2.586], [0.609, -3.929, -1.042], [-1.164, -1.687, -1.575], [-2.195, -0.947, -1.934], [-3.573, -1.243, -1.674], [-4.569, -0.346, -1.968], [-4.264, 0.875, -2.584], [-2.952, 1.187, -2.925], [-1.960, 0.292, -2.613], [-0.710, 0.552, -2.999], [-2.585, -4.734, 0.368], [-2.851, -3.021, 0.679], [-1.403, -3.814, 1.292], [-1.869, -5.368, -2.479], [-1.575, -3.992, -3.543], [-3.082, -4.096, -2.629], [0.679, -4.995, -0.810], [1.119, -3.373, -0.254], [1.130, -3.754, -1.986], [-3.809, -2.184, -1.195], [-5.597, -0.582, -1.728], [-5.056, 1.574, -2.817], [-2.693, 2.109, -3.428], [-0.653, 2.725, -1.241], [0.527, 2.203, -0.707], [1.449, 2.337, -1.713], [0.823, 2.892, 0.088]], "lowdin_charge": [1.49, 0.12, -0.49, 0.11, -0.14, -0.01, -0.02, -0.29, -0.01, -0.02, -0.07, -0.10, -0.26, -0.02, -0.07, -0.06, -0.13, -0.09, 0.09, 0.12, 0.10, 0.12, 0.12, 0.13, 0.11, 0.11, 0.10, 0.10, 0.23, -0.54, 0.19, -0.09, 0.05, -0.07, -0.02, -0.16, 0.10, -0.61, 0.09, -0.17, 0.13, 0.10, 0.15, -0.15, 0.43, -0.17, -0.17, 0.04, -0.33, -0.01, -0.08, -0.06, -0.01, -0.24, 0.07, 0.04, 0.02, 0.02, 0.03, 0.03, 0.02, 0.04, 0.02, 0.03, 0.10, 0.11, 0.11, 0.13, -0.08, -0.45, -0.03, 0.09]}

{"formula": "C5H31N2O8", "method": "ωB97M-V with the def2-TZVPD basis set", "e_tot_ev": -25043.3685, "lumo_ev": -2.548, "total_charge": 1, "gap_ha": 0.3609, "max_force_ha_per_bohr": 0.0594, "relative_energy_kj_mol": 115.07, "e_homo_ev": -12.37, "symbols": ["N", "C", "C", "C", "N", "C", "C", "H", "H", "H", "H", "H", "H", "H", "H", "H", "H", "H", "H", "H", "H", "H", "H", "H", "O", "H", "H", "O", "H", "H", "O", "H", "H", "O", "H", "H", "O", "H", "H", "O", "H", "H", "O", "H", "H", "O"], "xyz": [[-0.301, -0.324, -0.548], [-1.200, -1.438, -0.041], [-2.122, -1.806, -1.214], [-0.284, -2.591, 0.342], [0.406, -2.252, 1.594], [1.773, -2.791, 1.717], [2.760, -1.847, 1.047], [0.628, -0.336, -0.133], [-0.020, -0.241, -1.545], [-0.804, 0.555, -0.462], [-1.784, -0.997, 0.754], [-1.977, -2.855, -1.515], [-2.118, -1.224, -2.134], [-3.134, -1.868, -0.840], [-0.794, -3.549, 0.396], [0.465, -2.816, -0.444], [-0.201, -2.483, 2.367], [1.984, -2.852, 2.798], [1.841, -3.822, 1.358], [2.687, -0.845, 1.447], [2.678, -1.959, -0.037], [3.797, -2.176, 1.215], [1.058, 1.756, 1.508], [-0.057, 2.064, 0.629], [0.798, 1.617, 0.582], [1.318, 1.237, 3.991], [0.610, 0.002, 3.337], [0.616, 0.967, 3.394], [-2.837, 0.376, 3.160], [-1.443, 0.738, 3.066], [-2.191, 0.568, 2.463], [-2.411, 1.513, 1.088], [-2.971, 2.386, -0.100], [-2.176, 2.056, 0.302], [-0.680, 1.683, -2.925], [-1.527, 0.847, -3.746], [-0.828, 0.707, -3.096], [2.919, -0.524, -3.038], [1.734, 0.481, -3.244], [2.368, 0.135, -2.609], [1.761, 4.476, -0.904], [1.327, 2.932, -0.854], [1.394, 3.738, -1.365], [-0.276, 3.925, -2.560], [-1.791, 3.495, -2.346], [-0.995, 3.342, -2.856]], "lowdin_charge": [0.18, -0.28, -0.03, -0.18, -0.08, -0.27, -0.09, 0.11, 0.12, 0.09, 0.11, 0.09, 0.07, 0.08, 0.13, 0.14, 0.11, 0.12, 0.11, 0.06, 0.07, 0.08, 0.05, 0.03, -0.06, 0.07, 0.05, -0.04, 0.09, 0.05, -0.04, 0.01, 0.05, -0.05, 0.02, 0.06, -0.09, 0.04, 0.02, -0.05, 0.04, 0.00, -0.03, 0.05, 0.06, -0.04]}

{"formula": "C3FIO4", "method": "ωB97M-V with the def2-TZVPD basis set", "e_tot_ev": -22119.9493, "lumo_ev": 5.852, "total_charge": -2, "gap_ha": 0.2503, "max_force_ha_per_bohr": 0.0509, "relative_energy_kj_mol": 0.00, "e_homo_ev": -0.96, "symbols": ["C", "C", "C", "O", "O", "O", "O", "F", "I"], "xyz": [[0.810, 1.014, 1.207], [0.736, -0.847, -0.712], [0.024, 0.015, 0.164], [1.480, 1.889, 0.665], [1.398, -1.804, -0.988], [0.638, 0.728, 2.385], [0.280, 0.315, -1.320], [-1.281, -0.224, 0.457], [-4.085, -1.087, -1.858]], "lowdin_charge": [-0.68, -0.39, -0.22, -0.03, 0.11, -0.03, 0.12, 0.05, -0.93]}

{"formula": "C4H6O2", "method": "ωB97M-V with the def2-TZVPD basis set", "e_tot_ev": -8339.4713, "lumo_ev": 0.906, "gap_ha": 0.4010, "max_force_ha_per_bohr": 0.0102, "relative_energy_kj_mol": 95.51, "e_homo_ev": -10.01, "symbols": ["O", "C", "C", "C", "C", "O", "H", "H", "H", "H", "H", "H"], "xyz": [[-1.278, -0.501, -1.569], [-1.516, -0.653, -0.395], [-0.537, -0.329, 0.705], [0.457, 0.745, 0.287], [1.572, 0.234, -0.594], [1.892, -0.925, -0.688], [-2.497, -1.047, -0.062], [-0.016, -1.270, 0.930], [-1.091, -0.042, 1.605], [-0.051, 1.557, -0.245], [0.939, 1.201, 1.164], [2.125, 1.029, -1.139]], "lowdin_charge": [0.06, -0.26, -0.16, -0.17, -0.26, 0.06, 0.12, 0.13, 0.11, 0.12, 0.12, 0.12]}

{"formula": "C4H5NO2", "method": "ωB97M-V with the def2-TZVPD basis set", "e_tot_ev": -9807.7691, "lumo_ev": 0.627, "gap_ha": 0.3651, "max_force_ha_per_bohr": 0.0210, "relative_energy_kj_mol": 631.57, "e_homo_ev": -9.31, "symbols": ["C", "O", "C", "N", "O", "C", "C", "H", "H", "H", "H", "H"], "xyz": [[0.020, -1.834, -0.681], [-1.311, -1.315, -0.438], [-1.336, -0.383, 0.469], [-1.216, 0.359, 1.346], [-1.102, 1.228, 2.209], [0.733, 2.114, -0.122], [1.230, 2.011, -1.214], [0.683, -1.014, -0.970], [0.389, -2.327, 0.222], [-0.095, -2.553, -1.491], [0.268, 2.187, 0.847], [1.677, 1.953, -2.182]], "lowdin_charge": [-0.02, -0.02, -0.11, -0.09, -0.06, 0.00, 0.00, 0.08, 0.10, 0.10, 0.01, 0.01]}

{"formula": "C2H15NO4", "method": "ωB97M-V with the def2-TZVPD basis set", "e_tot_ev": -11996.9833, "lumo_ev": 0.595, "gap_ha": 0.3951, "max_force_ha_per_bohr": 0.0313, "relative_energy_kj_mol": 112.79, "e_homo_ev": -10.16, "symbols": ["C", "C", "N", "H", "H", "H", "H", "H", "H", "H", "H", "H", "O", "H", "H", "O", "H", "H", "O", "H", "H", "O"], "xyz": [[-0.416, -0.810, -2.619], [-0.261, 0.474, -1.796], [-0.371, 0.115, -0.345], [-1.184, -1.440, -2.159], [-0.941, -0.608, -3.558], [0.511, -1.344, -2.780], [0.731, 0.880, -2.015], [-0.980, 1.266, -2.014], [-0.597, 0.902, 0.256], [-1.200, -0.478, -0.402], [-1.807, 6.298, -0.029], [-2.115, 5.529, 1.259], [-1.554, 5.527, 0.489], [2.437, -0.763, 3.244], [2.266, -1.731, 4.394], [2.735, -1.591, 3.587], [-0.777, -2.125, 2.021], [-0.663, -2.546, 0.584], [-1.116, -2.784, 1.403], [2.554, -1.523, 0.087], [1.030, -1.314, 0.095], [1.718, -1.933, 0.298]], "lowdin_charge": [-0.10, -0.30, -0.03, 0.07, 0.07, 0.07, 0.10, 0.10, 0.08, 0.06, 0.03, 0.02, -0.06, 0.01, 0.02, -0.04, 0.03, 0.00, -0.06, 0.03, -0.05, -0.06]}

- Which formula does entry 1 have?
  C30H27F3IrN4O6Si

Please write out number 3 again, unchanged.
{"formula": "C3FIO4", "method": "ωB97M-V with the def2-TZVPD basis set", "e_tot_ev": -22119.9493, "lumo_ev": 5.852, "total_charge": -2, "gap_ha": 0.2503, "max_force_ha_per_bohr": 0.0509, "relative_energy_kj_mol": 0.00, "e_homo_ev": -0.96, "symbols": ["C", "C", "C", "O", "O", "O", "O", "F", "I"], "xyz": [[0.810, 1.014, 1.207], [0.736, -0.847, -0.712], [0.024, 0.015, 0.164], [1.480, 1.889, 0.665], [1.398, -1.804, -0.988], [0.638, 0.728, 2.385], [0.280, 0.315, -1.320], [-1.281, -0.224, 0.457], [-4.085, -1.087, -1.858]], "lowdin_charge": [-0.68, -0.39, -0.22, -0.03, 0.11, -0.03, 0.12, 0.05, -0.93]}

Please write out number 5 again, unchanged.
{"formula": "C4H5NO2", "method": "ωB97M-V with the def2-TZVPD basis set", "e_tot_ev": -9807.7691, "lumo_ev": 0.627, "gap_ha": 0.3651, "max_force_ha_per_bohr": 0.0210, "relative_energy_kj_mol": 631.57, "e_homo_ev": -9.31, "symbols": ["C", "O", "C", "N", "O", "C", "C", "H", "H", "H", "H", "H"], "xyz": [[0.020, -1.834, -0.681], [-1.311, -1.315, -0.438], [-1.336, -0.383, 0.469], [-1.216, 0.359, 1.346], [-1.102, 1.228, 2.209], [0.733, 2.114, -0.122], [1.230, 2.011, -1.214], [0.683, -1.014, -0.970], [0.389, -2.327, 0.222], [-0.095, -2.553, -1.491], [0.268, 2.187, 0.847], [1.677, 1.953, -2.182]], "lowdin_charge": [-0.02, -0.02, -0.11, -0.09, -0.06, 0.00, 0.00, 0.08, 0.10, 0.10, 0.01, 0.01]}